Molecular formula: C30H30IO4
Method: DFT, wB97M-V/def2-TZVPD

As for the LUMO energy: -6.502 eV. The calculated total energy is -1759.470948 Ha. As for the total charge: +1. For the HOMO energy, the calculation gives -10.9 eV. The calculation puts the max |F| at 3.90 eV/A. The gap between HOMO and LUMO is 0.1605 hartree.

CARTESIAN COORDINATES (ANGSTROEM)
I (-3.5820, -1.3665, 6.1123)
O (-3.0376, 1.9635, 5.2885)
O (1.3880, -2.7543, 4.5523)
O (-5.2252, -0.9481, 3.0072)
O (-5.0967, 0.6246, -2.7542)
C (-6.3828, -1.7876, 7.1859)
C (-2.6065, 0.5842, 2.3875)
C (-4.8332, 2.9949, 4.0695)
C (-4.1503, -0.7029, -0.9320)
C (-5.0328, 0.2683, 3.0288)
C (-6.9515, 1.9339, 4.9584)
C (-1.7313, -0.5045, 3.0236)
C (-3.6241, -0.6987, 0.3626)
C (-6.2350, 2.4411, 3.7006)
C (-3.4089, 1.6954, 0.2817)
C (-3.1777, 0.4792, 0.9486)
C (-5.4273, -0.5630, -3.5073)
C (-7.7088, -3.8015, 6.9172)
C (1.8402, -1.9535, 5.7148)
C (-3.7688, 1.9246, 4.2886)
C (-1.0980, -0.1605, 4.2239)
C (-4.0831, 1.7334, -0.9242)
C (-3.7269, 0.9164, 3.2360)
C (-4.4676, 0.5224, -1.5533)
C (-0.0247, -0.9108, 4.6898)
C (-1.4258, -1.7359, 2.4237)
C (-6.8033, -4.2830, 5.9621)
C (-5.4323, -2.3310, 6.3114)
C (-5.6602, -3.5410, 5.6415)
C (0.9840, -0.6809, 5.7702)
C (-0.4277, -2.5576, 2.9193)
C (-6.1487, 1.2622, 2.6934)
C (-7.5245, -2.5402, 7.4945)
C (-7.0121, 3.5877, 3.0473)
C (0.2899, -2.1244, 4.0408)
H (-7.1193, 0.7409, 2.6558)
H (-6.9951, 2.7272, 5.7179)
H (-4.9114, 3.6525, 4.9456)
H (-5.9542, 1.6689, 1.6813)
H (-4.9376, -3.8836, 4.9063)
H (-7.0733, 4.4466, 3.7262)
H (-8.2593, -2.1365, 8.1894)
H (-6.4202, 1.0622, 5.3685)
H (-4.4908, 3.6238, 3.2270)
H (-6.0743, -0.1815, -4.2974)
H (-4.3190, 2.6849, -1.4012)
H (-1.4080, 0.7250, 4.7680)
H (-8.5665, -4.4086, 7.2047)
H (-6.5004, 3.9215, 2.1313)
H (-7.9755, 1.6375, 4.6873)
H (-3.6182, -1.6283, 0.9165)
H (-4.3529, -1.6480, -1.4406)
H (0.5189, -0.5324, 6.7501)
H (-1.9471, -2.0513, 1.5300)
H (-6.2009, -0.8112, 7.6316)
H (-4.5287, -1.0218, -3.9440)
H (1.6182, 0.1959, 5.5749)
H (1.7018, -2.5776, 6.6065)
H (-8.0302, 3.2857, 2.7721)
H (-3.0728, 2.6311, 0.7399)
H (2.9101, -1.7455, 5.5885)
H (-1.9489, 1.4802, 2.3516)
H (-5.9620, -1.3037, -2.8971)
H (-6.9791, -5.2365, 5.4653)
H (-0.1632, -3.5091, 2.4689)

***

Molecular formula: C30H30MnN4O2PS
Method: DFT, wB97M-V/def2-TZVPD

As for the LUMO energy (spin up / spin down): -4.080 / -3.394 eV. Its multiplicity is 4. The calculated total energy is -3421.008317 Ha. As for the total charge: +1. For the HOMO energy (spin up / spin down), the calculation gives -10.9 / -11.0 eV. The calculation puts the max |F| at 1.23 eV/A. The gap between HOMO and LUMO (spin up / spin down) is 0.2502 / 0.2790 hartree.

CARTESIAN COORDINATES (ANGSTROEM)
Mn (0.2406, -1.5308, 0.2479)
S (4.5008, -1.1185, -1.2228)
P (-0.4914, 1.4682, -0.7995)
O (0.4372, 0.3733, -0.2320)
O (-1.4910, -1.4448, 0.2326)
N (2.2528, -1.7025, -0.2631)
N (0.2487, -3.3730, 0.2989)
N (2.8276, -6.7109, 0.1853)
N (-1.7310, -7.3967, 0.4026)
C (-1.4524, -0.2967, -2.6574)
C (-4.0202, 0.7732, -2.6842)
C (-2.1456, 1.7774, 1.3635)
C (-3.0454, 1.3390, -1.8671)
C (2.3365, 0.3290, 2.4957)
C (0.3713, -5.8808, 0.3346)
C (4.3993, -2.5104, -0.2354)
C (2.6664, 3.4045, -2.4246)
C (1.8858, 2.5744, -1.6279)
C (-1.6161, 4.4999, 1.6534)
C (-2.4259, -0.8605, -3.4632)
C (0.4982, 2.5623, -1.7901)
C (-2.6246, -2.2676, 0.5595)
C (-2.7575, 2.4992, 2.3750)
C (0.2538, -4.5347, 0.3300)
C (0.3989, -1.2971, 2.3043)
C (2.8612, -0.8208, -1.0254)
C (-1.7616, 0.7996, -1.8488)
C (-0.1080, 3.3962, -2.7350)
C (-3.7125, -0.3257, -3.4726)
C (-1.2625, 2.4207, 0.4845)
C (-2.4949, 3.8602, 2.5160)
C (0.6777, 4.2257, -3.5217)
C (-0.7953, -6.7228, 0.3687)
C (2.0624, 4.2216, -3.3727)
C (1.7216, -6.3860, 0.2639)
C (-0.9956, 3.7842, 0.6345)
C (1.6129, -1.1605, 4.4058)
C (3.1334, -2.6774, 0.1852)
C (1.7668, -1.0369, 2.8821)
H (2.7796, -3.4982, 0.7869)
H (0.2121, 4.8702, -4.2583)
H (-1.1880, 3.3946, -2.8596)
H (-0.3072, 4.2862, -0.0370)
H (-4.4761, -0.7678, -4.1047)
H (0.8898, -0.4280, 4.7873)
H (1.8267, 1.1224, 3.0584)
H (2.4632, -1.8109, 2.5681)
H (2.6739, 4.8626, -4.0008)
H (2.3489, 1.9523, -0.8651)
H (-0.0936, -2.1646, 2.7096)
H (-3.4441, 2.0052, 3.0536)
H (-3.2898, 2.1926, -1.2433)
H (-2.7193, -3.1054, -0.1241)
H (-0.4491, -0.7050, -2.6662)
H (3.4042, 0.3870, 2.7288)
H (-1.4121, 5.5570, 1.7709)
H (-2.5652, -2.6552, 1.5740)
H (-3.5153, -1.6551, 0.4728)
H (-2.9820, 4.4240, 3.3046)
H (-5.0208, 1.1874, -2.6959)
H (2.5782, -0.9658, 4.8849)
H (2.3573, 0.0184, -1.4847)
H (1.2788, -2.1579, 4.7024)
H (-2.1880, -1.7150, -4.0841)
H (3.7453, 3.4147, -2.3047)
H (2.2060, 0.5470, 1.4333)
H (-2.3415, 0.7194, 1.2496)
H (-0.2549, -0.4334, 2.3829)
H (5.2606, -3.1326, -0.0198)

***

Molecular formula: C30H30N6
Method: DFT, wB97M-V/def2-TZVPD

As for the LUMO energy: 0.590 eV. The calculated total energy is -1489.602747 Ha. As for the total charge: 0. For the HOMO energy, the calculation gives -9.2 eV. The calculation puts the max |F| at 3.71 eV/A. The gap between HOMO and LUMO is 0.3610 hartree. As for the SMILES: c1ccncc1.c1ccncc1.c1ccncc1.c1ccncc1.c1ccncc1.c1ccncc1.

CARTESIAN COORDINATES (ANGSTROEM)
N (4.7649, -3.2854, -3.4828)
N (-1.3975, 2.7022, 3.4231)
N (-2.3130, -1.5182, -1.2549)
N (2.0223, -1.9940, 2.8522)
N (0.6074, 1.7510, -1.5949)
N (-6.4363, 0.4111, -0.5571)
C (-0.1210, 1.1887, -2.5899)
C (-0.9073, 3.6919, 0.8626)
C (2.4311, 1.6797, -3.1097)
C (2.3196, -2.7105, 3.9155)
C (-5.3677, 0.1406, -1.2232)
C (2.0525, -2.2759, 5.2156)
C (3.9101, -3.8973, -2.6929)
C (0.3585, 0.9096, -3.8819)
C (-1.4405, 2.3800, 1.0198)
C (-1.2024, -1.8360, -1.9007)
C (1.7288, 1.1064, -4.1384)
C (-1.1707, -1.6768, 0.8422)
C (0.0140, -1.9346, 0.1381)
C (1.3591, -0.8144, 3.0050)
C (-5.5923, 2.5829, -0.0852)
C (-6.5513, 1.5538, 0.1130)
C (3.7659, -3.5968, -1.3428)
C (-4.4838, 2.3399, -0.9292)
C (5.4559, -1.9598, -1.6527)
C (4.5731, -2.6207, -0.8181)
C (0.0359, -1.9370, -1.2621)
C (-2.3277, -1.5292, 0.0540)
C (-1.6464, 1.9825, 2.3136)
C (1.2410, -1.1483, 5.2915)
C (5.5452, -2.3367, -2.9748)
C (-4.3348, 1.0974, -1.4373)
C (1.8875, 1.9641, -1.9172)
C (0.7570, -0.4602, 4.1980)
C (-0.9165, 3.9223, 3.2539)
C (-0.8274, 4.4780, 1.9938)
H (6.3281, -1.9139, -3.6016)
H (-5.4737, -0.8447, -1.7082)
H (2.8022, -3.6344, 3.6511)
H (-3.2863, -1.4117, 0.5963)
H (1.3098, -0.2015, 2.1091)
H (0.1183, 0.4069, 4.2539)
H (2.5134, 2.2576, -1.0621)
H (-1.2373, -1.5887, 1.9279)
H (0.9180, -2.1310, -1.8715)
H (-0.3926, 5.4768, 1.8315)
H (-3.8870, 3.2709, -1.2215)
H (0.9270, -0.7640, 6.1779)
H (-5.7617, 3.7044, 0.1299)
H (4.5408, -2.3496, 0.2254)
H (-3.5117, 0.7833, -2.0527)
H (3.4848, 2.0071, -3.2735)
H (-7.3899, 1.6116, 0.7703)
H (-1.3417, -1.9926, -2.9635)
H (0.9605, -2.1242, 0.7116)
H (-1.6256, 1.8267, 0.1259)
H (-0.7107, 4.1767, -0.1006)
H (-1.9898, 0.9896, 2.5841)
H (2.1376, 0.8199, -5.0717)
H (-1.1355, 0.9745, -2.2817)
H (-0.6762, 4.5236, 4.1250)
H (3.4109, -4.6849, -3.2765)
H (6.1188, -1.2606, -1.1900)
H (-0.3107, 0.5706, -4.5887)
H (3.0012, -4.1328, -0.7273)
H (2.3657, -2.7154, 6.1249)

***

Molecular formula: C30H30N7ReSSe
Method: DFT, wB97M-V/def2-TZVPD

As for the LUMO energy (spin up / spin down): -9.308 / -10.747 eV. Its multiplicity is 2. The calculated total energy is -4421.507873 Ha. As for the total charge: +3. For the HOMO energy (spin up / spin down), the calculation gives -16.4 / -16.5 eV. The calculation puts the max |F| at 0.99 eV/A. The gap between HOMO and LUMO (spin up / spin down) is 0.2616 / 0.2115 hartree.

CARTESIAN COORDINATES (ANGSTROEM)
Re (-0.4286, 0.6105, -0.0184)
Se (-3.0345, -6.6688, -0.6401)
S (-1.8789, 2.5304, -0.5673)
N (0.2218, 2.2570, 1.3424)
N (-1.6705, 0.3811, 1.7126)
N (-1.9235, -0.5988, -1.0197)
N (1.6861, 0.7367, -0.3353)
N (0.1760, -1.4724, 0.3632)
N (-3.6084, -5.1213, -1.2624)
N (-1.5936, -5.9718, 0.1008)
C (-3.1563, 2.2374, 0.7316)
C (-0.5857, -3.7560, 0.2957)
C (1.4989, -1.1475, -4.0166)
C (0.5760, -4.1703, 0.9519)
C (0.6348, 0.3161, -2.3477)
C (-3.8710, -2.2967, -2.0443)
C (-1.8861, -1.9254, -0.7427)
C (0.4588, -0.3453, -3.5485)
C (0.3362, 3.5742, 0.6569)
C (5.0077, 2.2248, 0.2236)
C (2.9711, 1.0679, 1.7274)
C (-0.7493, -2.4007, 0.0141)
C (2.8301, 1.1762, 0.3240)
C (2.6687, -1.2918, -3.2781)
C (-2.8704, -0.1403, -1.8450)
C (3.8703, 1.7699, -0.4157)
C (5.1404, 2.0991, 1.6022)
C (-0.9847, 3.9952, 0.0387)
C (1.2905, -1.8921, 0.9596)
C (-1.6200, -4.6838, -0.1376)
C (-3.0674, 0.8704, 1.4238)
C (-1.0583, 0.9559, 2.9417)
C (1.5254, -3.2309, 1.2711)
C (1.8026, 0.1649, -1.5956)
C (-0.5304, 2.3390, 2.6292)
C (2.8294, -0.6572, -2.0511)
C (4.1169, 1.5194, 2.3508)
C (-2.7393, -4.2127, -0.8943)
C (-3.8642, -0.9586, -2.3696)
C (-2.8516, -2.8023, -1.2301)
H (-1.7676, -0.6171, 1.9011)
H (-4.6095, -0.5314, -3.0257)
H (-1.3361, 3.0592, 2.5396)
H (3.4643, -1.9200, -3.6555)
H (1.0967, 3.4596, -0.1135)
H (2.4501, -3.5072, 1.7579)
H (2.1940, 0.5815, 2.3102)
H (-0.2485, 0.2837, 3.2384)
H (-1.7799, 0.9893, 3.7606)
H (0.7078, -5.2219, 1.1728)
H (1.4024, -1.6488, -4.9700)
H (3.7097, -0.8299, -1.4454)
H (0.1330, 2.6949, 3.4194)
H (-2.8351, 0.9089, -2.1057)
H (-1.6426, 4.5318, 0.7211)
H (0.6798, 4.3279, 1.3708)
H (-3.6305, 0.9264, 2.3583)
H (5.7952, 2.6880, -0.3551)
H (4.2280, 1.4080, 3.4211)
H (1.1766, 2.0237, 1.6071)
H (-3.0941, 3.0651, 1.4318)
H (-0.8206, 4.6333, -0.8277)
H (-0.0393, 1.1628, -2.0910)
H (6.0359, 2.4521, 2.0950)
H (-4.1239, 2.3081, 0.2368)
H (-3.5416, 0.1156, 0.8039)
H (2.0299, -1.1481, 1.1922)
H (-0.4322, -0.2043, -4.1459)
H (-4.6262, -2.9756, -2.4209)
H (3.7549, 1.9025, -1.4831)